[1]
Formula: C4H7N3S
Source: the OMol25 dataset
Level of theory: ωB97M-V/def2-TZVPD

XYZ file:
```
15
Properties=species:S:1:pos:R:3:forces:R:3:mulliken_charge:R:1
C -2.6972 0.8178 2.7670 0.891 0.529 -0.800 -0.323
N -1.8078 0.0767 2.2377 0.174 -0.481 0.207 -0.685
N -1.1734 0.5007 1.1077 -0.972 0.647 0.220 0.224
C -0.1920 -0.2256 0.4658 -0.626 1.120 0.159 0.771
N 0.2232 -1.2712 1.1530 -0.200 -2.005 1.990 -0.382
C 0.3053 0.2515 -0.7210 0.229 0.022 -0.042 -0.364
C 1.4017 -0.3421 -1.3302 0.870 -0.853 -1.961 -0.537
S 1.9954 0.1112 -2.8837 -0.514 -0.733 2.315 -0.312
H -2.9151 1.7972 2.3688 -0.182 0.372 -0.369 0.206
H -3.1793 0.6021 3.6937 -0.064 -0.764 0.360 0.253
H -1.5347 1.3408 0.6651 0.295 -0.169 -0.069 0.256
H 0.7386 -2.0633 0.7900 -0.140 0.659 -0.255 0.228
H -0.3150 -1.4693 2.0134 0.540 0.203 -0.844 0.277
H -0.1236 1.1234 -1.1821 -0.228 0.155 0.005 0.255
H 1.8017 -1.2638 -0.7882 -0.075 1.298 -0.917 0.132
```
Forces are in eV/Å.

Calculated values
HOMO energy   -7.524 eV
Gap between HOMO and LUMO   7.416 eV
Total charge   0

---

[2]
Formula: C4H7N3S
Source: the OMol25 dataset
Level of theory: ωB97M-V/def2-TZVPD

XYZ file:
```
15
Properties=species:S:1:pos:R:3:forces:R:3:mulliken_charge:R:1
C -2.3706 1.1924 0.1991 0.355 -1.297 0.110 -0.091
N -1.2613 1.6575 -0.1408 -0.174 1.048 0.161 -0.520
C -0.2529 0.7244 -0.4358 -0.455 -2.337 0.434 0.030
C 0.8450 0.5487 0.6644 -0.644 -0.879 -1.270 -0.618
N 1.1895 -0.8839 0.6114 -0.105 0.214 -0.132 -0.384
N 0.1217 -1.6200 -0.0267 -0.047 -0.830 1.393 -0.363
C -0.8909 -0.7991 -0.6219 0.351 0.952 -0.388 -0.224
S -2.5638 -0.6225 0.2526 0.943 0.730 -0.722 -0.187
H -3.1744 1.8434 0.4761 -0.548 0.035 0.196 0.406
H 0.2456 1.0026 -1.3112 0.629 0.414 -1.582 0.376
H 1.6564 1.2709 0.5072 0.044 -0.614 -0.033 0.311
H 0.4406 0.7041 1.6279 -0.649 0.517 1.059 0.305
H 1.9398 -1.1423 0.0134 1.059 0.689 -0.330 0.290
H -0.2207 -2.2243 0.7077 -0.400 -0.099 -0.204 0.281
H -1.0171 -1.2648 -1.6650 -0.362 1.458 1.307 0.386
```
Forces are in eV/Å.

Calculated values
HOMO energy   -8.722 eV
Gap between HOMO and LUMO   9.605 eV
Total charge   0

---

[3]
Formula: C4H7N4O
Source: the OMol25 dataset
Level of theory: ωB97M-V/def2-TZVPD

XYZ file:
```
16
Properties=species:S:1:pos:R:3:forces:R:3:mulliken_charge:R:1
C -2.6237 0.0046 0.3062 0.722 2.748 0.548 -0.619
C -2.0895 -1.2277 0.2295 0.688 -0.653 -0.348 -0.281
C -1.5664 0.8959 0.2744 -1.337 1.907 -0.259 0.135
C 1.8561 -0.2926 0.1547 0.123 -0.280 -0.624 0.746
N -0.7716 -1.1145 0.0569 1.457 -3.047 -0.428 -0.291
N -0.4550 0.2006 0.0279 -0.595 -1.630 1.127 0.995
N 3.0779 0.2295 0.4077 -1.816 -2.512 -0.443 -0.355
N 0.7509 0.6254 -0.2093 2.949 0.971 -1.748 -1.173
O 1.7145 -1.5095 0.1424 -0.617 -0.370 0.125 -0.644
H -3.5945 0.3716 0.4509 -1.255 -0.213 0.197 0.439
H -2.6781 -2.0989 0.2954 0.204 -1.318 -0.049 0.498
H -1.6435 1.9979 0.4250 0.637 -1.170 -0.450 0.418
H 0.1604 -1.8450 0.0057 -1.824 2.296 0.173 0.386
H 3.1723 1.1724 0.6125 0.579 1.832 0.456 0.242
H 3.7009 -0.5296 0.7217 -0.039 1.159 -0.186 0.288
H 0.8526 0.4045 -2.1332 0.124 0.280 1.909 0.216
```
Forces are in eV/Å.

Calculated values
HOMO energy (spin up / spin down)   -14.595 / -14.234 eV
Gap between HOMO and LUMO (spin up / spin down)   8.035 / 9.034 eV
Total charge   +1

---

We obtain calculated total energy values of -19564.9813; -19565.0484; -12257.5758 eV for the records listed above, in that order.
We obtain ΔE to the lowest compared entry with this formula, charge and spin values of 64.5; 62.9; 94.6 kcal per mole for the records listed above, in that order.